Record 1
Computed, not measured: a molecular structure, C36H101F6N6O18S2Sr at a distorted geometry, with wB97M-V/def2-TZVPD.

```
! wB97M-V def2-TZVPD RIJCOSX def2/J DEFGRID3
* xyz 1 1
Sr 4.43 -6.84 -0.13
C 1.27 -0.83 1.23
F 2.12 -0.42 2.15
F 0.61 -1.82 1.73
F 0.42 0.14 0.92
S 2.35 -1.32 -0.34
O 1.79 -2.60 -0.80
O 2.31 -0.23 -1.29
N 3.88 -1.82 0.40
S 4.74 -0.52 0.27
O 5.50 -0.35 -0.97
O 4.17 0.77 0.77
C 6.05 -0.95 1.58
F 6.76 -1.98 1.16
F 6.87 0.06 1.66
F 5.44 -1.11 2.74
C 8.67 6.63 -1.17
O 8.03 7.60 -0.34
H 9.73 6.51 -0.95
H 8.30 5.61 -1.08
H 8.58 6.94 -2.21
H 7.16 7.80 -0.71
C -2.00 -2.56 -7.34
O -2.90 -3.33 -6.64
H -2.38 -2.33 -8.34
H -1.79 -1.61 -6.84
H -1.03 -3.01 -7.50
H -3.65 -2.77 -6.42
C 8.61 6.01 6.08
O 8.93 7.30 5.67
H 7.54 5.88 5.94
H 9.16 5.30 5.46
H 8.89 5.92 7.13
H 8.63 7.41 4.76
C 12.88 -0.55 -2.67
O 12.39 0.47 -3.52
H 13.93 -0.82 -2.77
H 12.75 -0.35 -1.60
H 12.35 -1.50 -2.73
H 12.12 0.07 -4.35
C 6.68 2.65 -7.88
C 5.53 1.89 -8.49
O 6.00 0.80 -9.28
H 6.26 3.44 -7.25
H 7.23 3.19 -8.64
H 7.29 2.00 -7.25
H 4.93 2.58 -9.08
H 4.90 1.49 -7.69
H 5.25 0.39 -9.71
C -5.91 -8.75 2.37
C -5.07 -9.13 1.14
O -4.52 -7.91 0.70
H -6.72 -8.06 2.12
H -5.28 -8.28 3.12
H -6.38 -9.65 2.77
H -5.58 -9.66 0.34
H -4.26 -9.78 1.47
H -4.26 -8.01 -0.22
C 2.35 3.19 7.61
C 1.35 4.17 7.05
O 0.57 4.69 8.09
H 1.86 2.34 8.09
H 2.92 3.60 8.44
H 3.07 2.87 6.86
H 0.59 3.60 6.51
H 1.77 4.84 6.30
H -0.10 4.08 8.39
C -7.17 -1.88 -1.40
C -7.73 -2.34 -2.72
O -7.38 -1.46 -3.75
H -7.72 -1.04 -0.96
H -6.12 -1.64 -1.53
H -7.17 -2.76 -0.76
H -8.80 -2.46 -2.59
H -7.45 -3.36 -2.98
H -7.69 -0.61 -3.42
C -4.45 7.30 3.49
C -4.48 8.56 2.55
O -5.63 9.38 2.84
H -4.16 7.62 4.49
H -3.71 6.56 3.20
H -5.43 6.83 3.59
H -4.49 8.12 1.55
H -3.57 9.16 2.64
H -5.44 9.70 3.72
C 2.53 -11.24 -5.84
C 3.22 -10.09 -5.14
C 3.41 -8.83 -6.01
O 3.96 -7.79 -5.23
C 4.14 -6.56 -5.94
N 2.42 -9.74 -3.98
H 1.52 -11.00 -6.16
H 2.37 -12.12 -5.22
H 3.12 -11.53 -6.72
H 4.21 -10.45 -4.86
H 2.48 -8.50 -6.48
H 4.03 -9.10 -6.87
H 4.79 -5.92 -5.34
H 3.26 -6.03 -6.30
H 4.75 -6.80 -6.81
H 1.49 -9.48 -4.27
H 2.24 -10.63 -3.53
C -4.91 0.35 7.99
C -4.14 -0.38 9.00
C -4.29 0.22 10.38
O -3.61 1.46 10.39
C -3.72 2.08 11.70
N -4.54 -1.76 9.05
H -4.38 1.29 7.89
H -5.89 0.68 8.31
H -4.95 -0.09 6.99
H -3.07 -0.40 8.76
H -3.81 -0.38 11.15
H -5.35 0.39 10.56
H -3.45 1.40 12.51
H -4.76 2.36 11.89
H -3.11 2.98 11.81
H -4.33 -2.23 8.18
H -4.10 -2.37 9.72
C 0.52 6.71 -1.63
C 1.29 7.09 -2.91
C 0.28 7.05 -4.05
O -0.73 7.97 -3.76
C -1.75 8.12 -4.71
N 1.95 8.36 -2.69
H 0.14 5.70 -1.74
H -0.34 7.37 -1.48
H 1.21 6.68 -0.79
H 1.97 6.25 -3.04
H -0.09 6.03 -4.10
H 0.74 7.25 -5.03
H -2.38 7.23 -4.68
H -1.44 8.28 -5.75
H -2.44 8.94 -4.56
H 1.21 8.96 -2.36
H 2.13 8.77 -3.60
C 1.16 -6.82 5.72
C 2.45 -6.55 4.84
C 3.74 -7.13 5.48
O 4.78 -6.85 4.57
C 6.07 -7.22 5.08
N 1.97 -7.29 3.67
H 0.29 -6.29 5.34
H 1.49 -6.55 6.73
H 0.89 -7.87 5.70
H 2.61 -5.49 4.68
H 3.64 -8.21 5.57
H 3.93 -6.70 6.47
H 6.38 -6.59 5.92
H 6.79 -7.24 4.26
H 6.10 -8.24 5.47
H 1.89 -8.28 3.89
H 1.03 -7.04 3.41
C -10.15 4.01 -7.54
C -11.02 4.20 -6.26
C -10.21 4.80 -5.05
O -9.39 3.76 -4.42
C -8.72 4.24 -3.24
N -12.18 5.06 -6.61
H -9.27 3.37 -7.44
H -9.76 4.93 -7.97
H -10.80 3.53 -8.26
H -11.42 3.23 -5.94
H -10.95 5.17 -4.34
H -9.58 5.62 -5.37
H -9.34 4.13 -2.35
H -8.44 5.29 -3.32
H -7.78 3.72 -3.05
H -12.82 5.14 -5.84
H -12.64 4.47 -7.29
*
```

The gap between HOMO and LUMO comes out at 2.5 eV. The value obtained for the total energy is -4540.56397 Eh. The value obtained for the relative energy (zero: lowest compared OMol25 entry of this formula, charge and spin) is 13.415 eV.

Results of the Mulliken charge analysis, in e, for atoms 1 through 5: atom 1 (Sr): 1.8861, atom 2 (C): 0.7241, atom 3 (F): -0.2175, atom 4 (F): -0.2240, atom 5 (F): -0.2326

=====

Record 2
Computed, not measured: C5H8O in the gas phase at a distorted geometry, with wB97M-V/def2-TZVPD.

```
! wB97M-V def2-TZVPD RIJCOSX def2/J DEFGRID3
* xyz 0 1
O 0.46 1.12 -1.96
C 0.30 0.12 -0.95
C 1.33 -0.29 0.35
C 0.30 -0.63 1.41
C -0.95 -0.34 1.07
C -1.05 0.33 -0.26
H -0.41 1.51 -2.14
H 0.37 -0.83 -1.48
H 2.16 0.22 0.88
H 1.83 -1.18 -0.04
H 0.54 -0.99 2.41
H -1.82 -0.48 1.69
H -1.91 0.01 -0.86
H -1.16 1.42 -0.11
*
```

The gap between HOMO and LUMO comes out at 10.3 eV. The value obtained for the total energy is -270.49125 Eh. The value obtained for the relative energy (zero: lowest compared OMol25 entry of this formula, charge and spin) is 1.813 eV.

Results of the Mulliken charge analysis, in e, for atoms 1 through 5: atom 1 (O): -0.5574, atom 2 (C): 0.1276, atom 3 (C): -0.6898, atom 4 (C): -0.2306, atom 5 (C): -0.5623

=====

Record 3
Computed, not measured: a molecular structure, C16H24InO4S4 at a distorted geometry, with wB97M-V/def2-TZVPD.

```
! wB97M-V def2-TZVPD RIJCOSX def2/J DEFGRID3
* xyz -1 1
In 0.22 0.37 -0.01
C 1.15 0.69 3.24
C 0.50 2.06 3.27
S -0.98 2.13 2.21
C -0.60 3.56 1.15
C -1.36 3.46 -0.16
S -0.59 2.31 -1.35
C 2.65 3.16 -1.12
C 3.32 3.35 0.00
S 2.08 0.39 1.70
H 0.39 -0.09 3.38
H 1.88 0.62 4.04
H 1.20 2.82 2.91
H 0.17 2.32 4.28
H 0.48 3.56 0.96
H -0.88 4.46 1.71
H -1.36 4.44 -0.64
H -2.39 3.15 0.02
H 2.20 3.98 -1.67
H 2.52 2.17 -1.55
H 3.44 4.34 0.43
H 3.77 2.54 0.55
O 0.67 -1.80 -3.59
S 0.71 -1.58 -2.17
O 1.38 -2.57 -1.37
O 1.20 -0.21 -1.84
O -0.84 -1.59 -1.71
C -3.01 -2.94 -0.47
C -2.34 -1.78 0.28
C -2.16 -2.18 1.75
C -0.92 -1.55 -0.26
C -3.20 -0.53 0.12
C -3.75 0.15 1.20
C -4.54 1.28 1.01
C -4.80 1.74 -0.27
C -4.25 1.07 -1.36
C -3.46 -0.05 -1.16
H -2.48 -3.88 -0.27
H -2.98 -2.78 -1.55
H -4.05 -3.05 -0.16
H -1.56 -3.09 1.81
H -3.13 -2.37 2.22
H -1.64 -1.39 2.30
H -0.27 -2.35 0.10
H -3.56 -0.17 2.22
H -4.95 1.80 1.86
H -5.41 2.62 -0.42
H -4.42 1.43 -2.36
H -3.01 -0.54 -2.01
*
```

The gap between HOMO and LUMO comes out at 7.4 eV. The value obtained for the total energy is -2708.03512 Eh.

Results of the Mulliken charge analysis, in e, for atoms 1 through 5: atom 1 (In): 0.6235, atom 2 (C): -0.5865, atom 3 (C): -0.7504, atom 4 (S): 0.0503, atom 5 (C): -0.5378